No. 1
The following is a DFT calculation (wB97M-V/def2-TZVPD) of an isolated ion of composition HNO6P and charge -1 in a non-equilibrium geometry.

Results
Net charge ... -1
HOMO (alpha / beta) ... -0.1636 / -0.1635 hartree
Energy ... -848.03983 hartree
Gap between HOMO and LUMO (alpha / beta) ... 7.52 / 7.52 eV
Energy relative to the best compared isomer or geometry (same formula, charge and spin) ... 3.113 eV

XYZ file:
```
9
HNO6P wB97M-V/def2-TZVPD
N -1.100 -0.730 0.072
O -0.026 1.270 1.486
O -0.441 -1.497 0.722
O -2.182 -0.966 -0.407
O -0.970 1.824 -0.911
O 1.416 0.185 -0.443
O 2.433 -0.737 -1.105
P -0.411 0.947 0.105
H 1.281 -0.295 0.481
```

---

No. 2
The following is a DFT calculation (wB97M-V/def2-TZVPD) of a 3-piece molecular cluster, H6O3 overall.

Results
HOMO ... -0.4000 hartree
Energy ... -229.31184 hartree
Gap between HOMO and LUMO ... 11.28 eV
Energy relative to the best compared isomer or geometry (same formula, charge and spin) ... 0.360 eV

XYZ file:
```
9
H6O3 wB97M-V/def2-TZVPD
O -8.822 -22.535 -15.643
H -9.515 -23.200 -15.594
H -8.008 -22.999 -15.394
O -6.189 -23.202 -14.596
H -5.434 -23.729 -14.302
H -5.907 -22.287 -14.499
O -3.206 -23.266 -13.362
H -3.592 -22.494 -12.933
H -2.759 -22.920 -14.143
```

---

Q: Among the records above, which one has the lowest energy?
A: HNO6P